A:
ORCA calculation (the ωB97M-V functional and the def2-TZVPD basis) on a molecular structure, C27H17F12KN2O2.

Element x y z (Å)
K1 -0.847 -0.767 -0.269
C1 4.624 4.382 1.583
C2 3.382 3.687 1.090
C3 2.237 4.385 0.716
C4 1.117 3.708 0.306
C5 1.024 2.284 0.209
N1 -0.163 1.727 -0.134
C6 -0.976 2.414 -1.001
C7 -0.386 3.026 -2.139
C8 -1.085 3.755 -3.073
C9 -2.459 3.919 -2.943
C10 -3.271 4.697 -3.944
C11 -3.066 3.280 -1.869
C12 -2.410 2.504 -0.911
C13 -3.251 1.738 0.179
O1 -3.037 0.434 0.256
C14 -3.020 2.454 1.560
F1 -1.798 2.253 2.045
F2 -3.879 2.021 2.519
F3 -3.198 3.805 1.501
C15 -4.804 1.879 -0.109
F4 -5.116 1.419 -1.341
F5 -5.350 3.132 -0.025
F6 -5.534 1.134 0.742
C16 2.208 1.561 0.598
C17 3.309 2.304 1.032
C18 2.319 -0.012 0.636
O2 1.764 -0.754 -0.320
C19 3.867 -0.413 0.652
F7 4.563 -0.195 1.805
F8 4.045 -1.733 0.424
F9 4.552 0.197 -0.330
C20 1.770 -0.455 2.047
F10 0.423 -0.432 2.086
F11 2.117 -1.743 2.347
F12 2.196 0.289 3.088
H1 4.619 5.438 1.299
H2 5.532 3.936 1.166
H3 4.722 4.342 2.674
H4 2.215 5.472 0.767
H5 0.226 4.273 0.065
H6 0.685 2.911 -2.250
H7 -0.554 4.198 -3.913
H8 -2.671 5.476 -4.422
H9 -4.125 5.186 -3.467
H10 -3.672 4.063 -4.743
H11 -4.134 3.416 -1.794
H12 4.201 1.791 1.358
N2 -1.085 -3.697 -1.040
C21 -0.115 -4.157 -0.632
C22 1.103 -4.715 -0.114
C23 1.179 -6.086 0.129
C24 2.370 -6.623 0.582
C25 3.466 -5.791 0.786
C26 3.375 -4.428 0.549
C27 2.187 -3.869 0.094
H13 0.313 -6.713 -0.042
H14 2.447 -7.686 0.775
H15 4.399 -6.215 1.138
H16 4.223 -3.781 0.721
H17 2.082 -2.795 -0.081

Summary:
Molar mass ... 668.52 u
Highest occupied orbital energy ... -0.4 eV
Kohn-Sham gap ... 4.385 eV
Charge ... -2
Lowest unoccupied orbital energy ... 4.0 eV

=====

B:
ORCA calculation (the ωB97M-V functional and the def2-TZVPD basis) on a molecular structure, C27H17F12KN2O2.

Element x y z (Å)
K1 0.009 1.095 -0.371
C1 4.480 2.024 5.668
C2 3.406 1.517 4.742
C3 2.155 1.122 5.208
C4 1.176 0.719 4.332
C5 1.347 0.674 2.917
N1 0.258 0.408 2.142
C6 -0.594 -0.578 2.522
C7 -0.058 -1.779 3.074
C8 -0.827 -2.853 3.453
C9 -2.211 -2.820 3.307
C10 -3.078 -3.995 3.677
C11 -2.757 -1.667 2.759
C12 -2.020 -0.556 2.347
C13 -2.756 0.692 1.778
O1 -2.222 1.268 0.703
C14 -4.250 0.358 1.376
F1 -4.306 -0.697 0.535
F2 -5.119 0.080 2.393
F3 -4.819 1.379 0.712
C15 -2.865 1.734 2.955
F4 -3.670 2.785 2.645
F5 -3.356 1.227 4.112
F6 -1.671 2.264 3.248
C16 2.652 1.029 2.443
C17 3.607 1.453 3.372
C18 3.078 0.969 0.938
O2 2.324 0.290 0.092
C19 3.157 2.460 0.437
F7 3.684 2.571 -0.803
F8 3.838 3.347 1.201
F9 1.894 2.953 0.351
C20 4.544 0.376 0.820
F10 5.578 1.197 1.192
F11 4.681 -0.746 1.552
F12 4.833 0.037 -0.447
H1 4.312 1.676 6.691
H2 4.519 3.119 5.701
H3 5.471 1.679 5.360
H4 1.938 1.152 6.274
H5 0.197 0.452 4.711
H6 1.019 -1.824 3.176
H7 -0.345 -3.739 3.860
H8 -2.657 -4.547 4.522
H9 -3.191 -4.707 2.850
H10 -4.083 -3.672 3.960
H11 -3.834 -1.649 2.670
H12 4.581 1.752 3.010
N2 -1.325 5.288 -4.297
C21 -1.095 5.228 -3.171
C22 -0.812 5.149 -1.763
C23 0.120 6.011 -1.187
C24 0.398 5.902 0.165
C25 -0.244 4.944 0.937
C26 -1.178 4.088 0.368
C27 -1.463 4.191 -0.985
H13 0.629 6.738 -1.806
H14 1.142 6.550 0.612
H15 0.006 4.830 1.984
H16 -1.658 3.283 0.920
H17 -2.182 3.511 -1.425

Summary:
Molar mass ... 668.52 u
Highest occupied orbital energy ... -0.5 eV
Kohn-Sham gap ... 4.662 eV
Charge ... -2
Lowest unoccupied orbital energy ... 4.2 eV

=====

Least stable structure: A

=====

A:
ORCA calculation (the ωB97M-V functional and the def2-TZVPD basis) on 2 unconnected molecules or ions with the total composition C6H12O2.

Element x y z (Å)
C1 0.260 1.583 -0.241
C2 1.092 0.520 -0.192
C3 1.401 -0.283 -1.427
C4 1.985 0.272 0.993
H1 -0.275 1.843 -1.149
H2 0.077 2.196 0.636
H3 0.550 -0.295 -2.115
H4 1.628 -1.321 -1.161
H5 2.263 0.135 -1.955
H6 2.997 0.639 0.799
H7 1.607 0.767 1.894
H8 2.040 -0.801 1.208
C5 -2.391 -0.331 -0.259
C6 -1.377 -1.231 0.456
O1 -1.124 -2.355 0.046
O2 -1.153 -0.867 1.745
H9 -3.379 -0.781 -0.137
H10 -2.139 -0.293 -1.322
H11 -2.416 0.678 0.159
H12 -1.647 -0.075 2.023

Summary:
Molar mass ... 116.16 u
Highest occupied orbital energy ... -9.4 eV
Kohn-Sham gap ... 9.960 eV
SMILES string ... C=C(C)C.CC(=O)O
Lowest unoccupied orbital energy ... 0.6 eV

=====

B:
ORCA calculation (the ωB97M-V functional and the def2-TZVPD basis) on a single C6H12O2 molecule.

Element x y z (Å)
C1 -1.123 0.458 -2.339
C2 -0.787 -0.323 -1.071
C3 -0.032 0.529 -0.040
O1 -0.803 1.635 0.383
C4 0.316 -0.275 1.230
C5 1.089 -1.561 0.960
C6 1.072 0.621 2.183
O2 2.058 0.313 2.791
H1 -1.549 -0.209 -3.083
H2 -1.853 1.242 -2.143
H3 -0.227 0.911 -2.760
H4 -1.706 -0.693 -0.613
H5 -0.166 -1.177 -1.339
H6 0.907 0.885 -0.499
H7 -1.050 2.149 -0.392
H8 -0.634 -0.499 1.731
H9 1.525 -1.911 1.892
H10 1.900 -1.376 0.259
H11 0.445 -2.340 0.563
H12 0.616 1.621 2.286

Summary:
Molar mass ... 116.16 u
Highest occupied orbital energy ... -9.5 eV
Kohn-Sham gap ... 10.297 eV
SMILES string ... CC[C@@H](O)[C@@H](C)C=O
Lowest unoccupied orbital energy ... 0.8 eV

=====

C:
ORCA calculation (the ωB97M-V functional and the def2-TZVPD basis) on 2 unconnected molecules or ions with the total composition C6H12O2.

Element x y z (Å)
C1 2.173 -0.667 -1.823
C2 1.468 -1.050 -0.766
O1 2.094 -1.618 0.298
C3 -0.020 -0.915 -0.651
C4 -0.573 0.170 -0.128
C5 -2.034 0.322 0.184
C6 -2.353 -0.108 1.613
H1 3.227 -0.882 -1.905
H2 1.743 -0.154 -2.676
H3 1.470 -2.035 0.897
H4 -0.540 -1.823 -0.944
H5 0.109 0.949 0.174
H6 -2.262 1.393 0.119
H7 -2.682 -0.106 -0.574
H8 -2.202 -1.178 1.733
H9 -1.699 0.409 2.326
H10 -3.373 0.151 1.876
O2 1.693 2.723 -0.087
H11 1.545 2.413 0.814
H12 2.218 2.006 -0.479

Summary:
Molar mass ... 116.16 u
Highest occupied orbital energy ... -9.0 eV
Kohn-Sham gap ... 9.751 eV
SMILES string ... C=C(O)/C=C/CC.O
Lowest unoccupied orbital energy ... 0.7 eV

=====

Least stable structure: C

=====

A:
ORCA calculation (the ωB97M-V functional and the def2-TZVPD basis) on a single C5H9N3S molecule.

Element x y z (Å)
C1 0.768 -3.812 -2.635
C2 0.689 -2.747 -1.594
C3 1.500 -1.738 -1.522
C4 1.400 -0.590 -0.537
N1 0.205 -0.107 -0.289
N2 0.201 0.926 0.686
C5 -0.858 1.532 1.044
N3 -1.991 1.087 0.469
S1 -0.827 2.760 2.220
H1 -0.036 -3.954 -3.282
H2 1.807 -3.718 -3.281
H3 0.726 -4.635 -2.017
H4 0.072 -2.705 -0.847
H5 2.446 -1.547 -2.261
H6 2.076 -0.108 -0.184
H7 1.215 1.417 1.121
H8 -1.953 0.201 -0.164
H9 -3.017 1.676 0.790

Summary:
Molar mass ... 143.22 u
Highest occupied orbital energy ... -7.9 eV
Kohn-Sham gap ... 8.099 eV
SMILES string ... C/C=C/C=N/NC(N)=S
Lowest unoccupied orbital energy ... 0.1 eV

=====

B:
ORCA calculation (the ωB97M-V functional and the def2-TZVPD basis) on a molecular structure, C5H9N3S.

Element x y z (Å)
C1 1.741 0.878 -0.779
C2 1.896 -0.743 0.603
C3 -1.295 -0.045 -1.381
C4 -1.240 -0.808 1.028
C5 -0.848 0.246 0.028
N1 3.002 0.720 -0.510
N2 3.097 -0.311 0.359
N3 0.992 -0.046 -0.126
S1 -1.086 1.925 0.508
H1 1.335 1.633 -1.423
H2 1.662 -1.557 1.257
H3 -2.382 -0.123 -1.413
H4 -0.872 -0.992 -1.718
H5 -0.983 0.738 -2.068
H6 -0.910 -1.783 0.676
H7 -2.325 -0.833 1.131
H8 -0.802 -0.623 2.007
H9 -0.983 1.724 1.821

Summary:
Molar mass ... 143.22 u
Highest occupied orbital energy ... -9.2 eV
Kohn-Sham gap ... 9.601 eV
Lowest unoccupied orbital energy ... 0.4 eV

=====

C:
ORCA calculation (the ωB97M-V functional and the def2-TZVPD basis) on 2 unconnected molecules or ions with the total composition C5H9N3S.

Element x y z (Å)
C1 -0.349 -1.271 0.474
C2 -0.375 0.196 0.039
N1 -1.541 0.878 0.806
C3 0.900 0.981 0.237
C4 1.614 1.735 -0.586
N2 2.071 2.435 -1.470
H1 -0.249 -1.370 1.495
H2 -1.329 -1.836 0.264
H3 0.418 -1.813 0.003
H4 -0.695 0.230 -0.994
H5 -1.675 1.871 0.599
H6 -1.204 1.006 1.776
H7 1.519 0.683 1.078
H8 2.846 1.876 -2.041
N3 3.196 -0.323 -1.569
C5 3.449 -0.573 -0.407
S1 3.671 -0.714 1.114
H9 2.622 -0.837 -2.173

Summary:
Molar mass ... 143.22 u
Highest occupied orbital energy ... -8.5 eV
Kohn-Sham gap ... 8.757 eV
SMILES string ... C[C@@H](N)C=C=N.N=C=S
Lowest unoccupied orbital energy ... 0.3 eV

=====

Least stable structure: A

=====

A:
ORCA calculation (the ωB97M-V functional and the def2-TZVPD basis) on a single C9H10N2O2 molecule.

Element x y z (Å)
N1 1.656 0.277 1.798
C1 1.205 -0.244 0.497
N2 2.162 0.438 -0.576
O1 2.235 -0.209 -1.586
O2 2.580 1.524 -0.310
C2 1.250 -1.733 0.259
C3 -0.133 -1.980 -0.380
C4 -0.864 -0.661 -0.510
C5 -2.171 -0.294 -0.940
C6 -2.602 0.995 -0.718
C7 -1.809 1.975 -0.068
C8 -0.522 1.681 0.279
C9 -0.111 0.354 0.054
H1 0.960 0.326 2.523
H2 2.028 1.229 1.735
H3 1.323 -2.235 1.131
H4 2.012 -1.907 -0.375
H5 -0.886 -2.687 0.162
H6 -0.123 -2.367 -1.303
H7 -2.671 -1.072 -1.431
H8 -3.636 1.205 -1.028
H9 -1.984 3.030 0.167
H10 0.103 2.356 0.621

Summary:
Molar mass ... 178.19 u
Highest occupied orbital energy ... -9.2 eV
Kohn-Sham gap ... 9.686 eV
SMILES string ... N[C@@]1([N+](=O)[O-])CCc2ccccc21
Lowest unoccupied orbital energy ... 0.5 eV

=====

B:
ORCA calculation (the ωB97M-V functional and the def2-TZVPD basis) on a single C9H10N2O2 molecule.

Element x y z (Å)
C1 -2.117 -0.536 -1.524
C2 0.327 1.326 0.956
C3 -1.794 -0.002 -0.356
C4 1.668 1.211 0.790
C5 -1.147 -2.721 -0.642
C6 -0.593 -1.856 0.421
C7 -1.594 -1.897 -1.920
C8 -0.373 0.133 1.546
C9 2.574 2.281 0.367
N1 -1.024 -0.664 0.550
N2 2.194 -0.011 1.188
O1 3.411 -0.129 1.244
O2 -1.367 -3.874 -0.436
H1 -2.501 0.043 -2.448
H2 -0.262 2.190 0.639
H3 -1.987 1.087 -0.179
H4 -2.144 -2.564 -2.513
H5 -0.710 -1.752 -2.488
H6 0.342 -0.607 2.076
H7 -1.180 0.543 2.133
H8 3.355 1.820 -0.160
H9 2.922 2.956 1.170
H10 2.002 3.021 -0.413

Summary:
Molar mass ... 178.19 u
Highest occupied orbital energy ... -8.0 eV
Kohn-Sham gap ... 6.931 eV
Lowest unoccupied orbital energy ... -1.1 eV

=====

Least stable structure: B

=====

A:
ORCA calculation (the ωB97M-V functional and the def2-TZVPD basis) on a single C9H10N4 molecule.

Element x y z (Å)
N1 -2.410 2.862 0.741
C1 -2.554 1.845 0.068
N2 -3.015 0.722 -0.396
C2 -2.490 -0.476 -0.370
N3 -3.285 -1.390 -1.016
N4 -1.463 -1.069 0.400
C3 -0.405 -0.353 1.113
C4 0.871 -0.046 0.485
C5 2.043 -0.904 0.466
C6 3.334 -0.478 0.073
C7 3.315 0.720 -0.748
C8 2.134 1.453 -0.817
C9 0.972 1.185 -0.033
H1 -4.207 -1.315 -1.089
H2 -3.303 -2.326 -0.649
H3 -1.142 -2.107 0.399
H4 -0.619 0.641 1.596
H5 -0.074 -1.076 1.849
H6 1.980 -1.955 0.708
H7 3.981 -1.441 0.066
H8 4.191 1.238 -1.150
H9 1.989 2.486 -1.455
H10 0.158 1.784 -0.242

Summary:
Molar mass ... 174.21 u
Highest occupied orbital energy ... -9.1 eV
Kohn-Sham gap ... 9.381 eV
SMILES string ... N#C/N=C(/N)NCc1ccccc1
Lowest unoccupied orbital energy ... 0.3 eV

=====

B:
ORCA calculation (the ωB97M-V functional and the def2-TZVPD basis) on 2 unconnected molecules or ions with the total composition C9H10N4.

Element x y z (Å)
C1 -1.556 2.416 1.132
C2 -0.752 3.274 0.347
C3 -0.061 -0.982 -1.859
C4 -0.479 -2.099 -2.577
C5 -0.896 1.226 1.239
C6 0.354 2.564 -0.020
C7 -0.296 -3.407 -0.740
C8 0.256 -1.277 -0.556
C9 1.631 -0.231 1.636
N1 -0.593 -3.292 -2.014
N2 0.160 -2.418 0.028
N3 0.272 1.319 0.536
N4 1.257 0.403 0.395
H1 -2.506 2.653 1.570
H2 -0.971 4.291 0.091
H3 0.037 -0.001 -2.288
H4 -0.709 -2.040 -3.633
H5 -1.194 0.311 1.713
H6 1.215 2.842 -0.595
H7 -0.411 -4.380 -0.285
H8 0.803 -0.734 2.147
H9 2.403 -0.965 1.418
H10 2.036 0.527 2.316

Summary:
Molar mass ... 174.21 u
Highest occupied orbital energy (spin up / spin down) ... -8.3 / -8.3 eV
Kohn-Sham gap (spin up / spin down) ... 8.457 / 8.457 eV
Lowest unoccupied orbital energy (spin up / spin down) ... 0.2 / 0.2 eV

=====

Least stable structure: B

=====

A:
ORCA calculation (the ωB97M-V functional and the def2-TZVPD basis) on a gas-phase ion, C3H10N2S (charge +1).

Element x y z (Å)
N1 0.209 1.334 -0.637
C1 -0.255 0.215 0.125
C2 0.012 0.394 1.633
S1 -0.809 1.906 2.144
C3 0.340 -1.164 -0.324
N2 -0.254 -1.540 -1.580
H1 -0.509 1.653 -1.274
H2 1.052 1.197 -1.179
H3 -1.319 0.049 -0.061
H4 1.056 0.505 1.918
H5 -0.490 -0.382 2.201
H6 -0.563 2.534 0.964
H7 1.448 -1.088 -0.340
H8 0.147 -1.893 0.459
H9 -0.337 -2.540 -1.684
H10 0.274 -1.180 -2.362

Summary:
Spin multiplicity ... 2
Molar mass ... 106.19 u
Highest occupied orbital energy (spin up / spin down) ... -13.5 / -13.3 eV
Kohn-Sham gap (spin up / spin down) ... 10.397 / 4.739 eV
Charge ... +1
⟨S²⟩ ... 0.75
Lowest unoccupied orbital energy (spin up / spin down) ... -3.1 / -8.5 eV

=====

B:
ORCA calculation (the ωB97M-V functional and the def2-TZVPD basis) on 2 unconnected molecules or ions with the total composition C3H10N2S.

Element x y z (Å)
C1 -1.956 1.491 -0.523
S1 -1.571 -0.266 -0.417
C2 -0.985 -0.580 1.234
H1 -2.502 1.780 0.368
H2 -1.010 2.027 -0.608
H3 -2.577 1.553 -1.412
H4 -1.707 -0.157 1.935
H5 -0.046 -0.001 1.290
H6 -0.836 -1.631 1.459
N1 1.979 -1.326 -0.127
C3 2.209 -0.032 -0.372
N2 2.179 0.834 0.556
H7 1.404 -1.856 -0.768
H8 1.870 -1.622 0.831
H9 2.491 0.232 -1.396
H10 2.910 1.536 0.522

Summary:
Spin multiplicity ... 2
Molar mass ... 106.19 u
Highest occupied orbital energy (spin up / spin down) ... -12.7 / -12.7 eV
Kohn-Sham gap (spin up / spin down) ... 9.599 / 4.371 eV
Charge ... +1
⟨S²⟩ ... 0.75
Lowest unoccupied orbital energy (spin up / spin down) ... -3.1 / -8.3 eV

=====

C:
ORCA calculation (the ωB97M-V functional and the def2-TZVPD basis) on 2 unconnected molecules or ions with the total composition C3H10N2S.

Element x y z (Å)
C1 1.674 -1.443 -2.559
C2 1.674 -1.127 -1.078
S1 1.093 0.542 -0.642
H1 2.411 -0.861 -3.101
H2 0.699 -1.196 -2.975
H3 2.010 -2.465 -2.695
H4 2.661 -1.239 -0.629
H5 0.939 -1.733 -0.533
N1 -2.189 2.263 2.257
C3 -2.272 1.005 1.787
N2 -1.253 0.219 1.663
H6 -1.261 2.519 2.566
H7 -2.831 3.018 2.096
H8 -3.293 0.620 1.752
H9 -1.675 -0.694 1.488
H10 1.613 0.573 0.604

Summary:
Spin multiplicity ... 2
Molar mass ... 106.19 u
Highest occupied orbital energy (spin up / spin down) ... -13.4 / -13.0 eV
Kohn-Sham gap (spin up / spin down) ... 10.099 / 4.789 eV
Charge ... +1
⟨S²⟩ ... 0.75
Lowest unoccupied orbital energy (spin up / spin down) ... -3.3 / -8.2 eV

=====

Least stable structure: B